A cluster of 2 separate species, C9H14 in total at a distorted geometry, computed with ωB97M-V with the def2-TZVPD basis set.

Geometry as XYZ:
```
23
Properties=species:S:1:pos:R:3:forces:R:3
C 2.46296 -1.39298 -2.45336 -0.66 1.53 -1.10
C 1.02577 -0.91943 -2.05693 3.48 -0.01 2.45
H 2.68592 -0.93964 -3.41627 -0.34 -0.45 -0.94
H 3.25794 -0.83067 -1.96622 0.08 -0.91 1.23
H 2.50367 -2.47650 -2.56271 0.60 0.12 0.44
H 1.08472 0.18291 -1.97076 -1.00 -0.64 -0.61
H 0.40007 -1.47177 -2.68214 -1.71 0.11 -1.11
H 0.90010 -1.28298 -1.02310 -0.48 0.27 -0.33
C -1.23293 -1.54263 1.01235 -2.68 -1.44 -1.66
C 0.21816 1.90485 2.09280 1.54 -3.16 0.17
C 0.08920 0.52177 1.87505 0.78 0.16 1.56
C -0.60811 2.69609 1.36338 -2.57 3.32 -1.11
C -0.87498 -0.13541 1.10111 -0.50 0.54 -1.26
C -1.71097 2.06045 0.69304 -0.73 1.12 -0.62
C -1.79029 0.74029 0.40639 -0.36 -0.28 0.68
H 1.07320 2.10751 2.74198 -0.39 0.81 -0.23
H 0.78402 -0.04225 2.47892 0.13 -0.60 0.06
H -0.72970 3.81845 1.34387 0.69 -1.23 0.57
H -2.57386 2.70658 0.46110 0.54 -0.15 -0.50
H -1.98427 -1.64196 0.07379 1.95 -0.11 1.62
H -1.89666 -2.05865 1.76015 0.00 0.85 0.55
H -2.59955 0.29769 -0.21915 0.47 0.53 0.65
H -0.48443 -2.30171 0.94672 1.18 -0.39 -0.53
```
Forces are in eV/Å.

Output
Charge: -1
Max |F| (eV Å⁻¹): 4.34
Relative energy (zero: lowest compared OMol25 entry of this formula, charge and spin) (kcal/mol): 42.1
Spin multiplicity: 2
Frontier orbital gap (alpha / beta) (eV): 2.632 / 6.843
<S²>: 0.76

A structure of composition C3H3N2O2 at a distorted geometry, computed with ωB97M-V with the def2-TZVPD basis set.

Geometry as XYZ:
```
10
Properties=species:S:1:pos:R:3:forces:R:3
C -1.14284 -0.60998 0.06819 2.00 -1.85 -0.36
C 1.26865 0.61849 0.13160 -0.88 -0.27 -0.29
C -1.17361 0.77188 -0.22819 1.15 -0.69 -0.50
N -0.10809 -1.48840 0.06871 0.27 3.10 0.46
N 1.14289 -0.77318 0.07950 -3.55 0.59 -1.19
O -2.03211 1.56550 0.05519 -1.05 1.61 0.38
O 2.25577 1.24678 -0.20553 0.70 -0.25 0.35
H -2.09530 -1.05727 -0.06966 -0.90 -0.72 0.10
H 0.09538 1.07646 -0.37488 -0.37 0.08 0.09
H 1.78926 -1.35026 0.47507 2.63 -1.62 0.95
```
Forces are in eV/Å.

Output
Charge: -1
Max |F| (eV Å⁻¹): 3.79
Relative energy (zero: lowest compared OMol25 entry of this formula, charge and spin) (kcal/mol): 99.6
Frontier orbital gap (alpha / beta) (eV): 6.420 / 6.423

A cluster of 2 separate species, C4H13N2O in total at a distorted geometry, computed with ωB97M-V with the def2-TZVPD basis set.

Geometry as XYZ:
```
20
Properties=species:S:1:pos:R:3:forces:R:3
C 0.38559 -1.35231 0.97029 -1.28 2.16 -1.42
C 1.27358 -0.00318 0.53346 -2.67 -0.90 -1.69
C 0.35017 1.29007 0.62683 2.01 -4.31 -0.58
C -0.11803 1.56410 1.88822 -2.19 0.55 1.31
N 0.09445 1.93999 -0.55140 -1.41 2.92 0.05
N -1.07162 -1.18963 0.34585 -0.60 -1.73 -2.32
H 0.61318 -2.20661 0.35924 1.24 -0.81 1.09
H 0.18972 -1.30066 2.02885 0.43 -0.88 0.26
H 1.73705 -0.41052 -0.48404 -0.63 1.77 1.97
H 1.93945 0.16113 1.34246 1.28 -0.53 0.59
H -0.07333 0.81010 2.73205 0.28 0.95 -1.13
H -1.02719 2.24081 1.97546 1.30 -0.63 -0.02
H -1.24781 -1.68720 -3.11829 1.11 0.00 0.62
H 0.27370 1.57046 -1.45455 0.37 -0.20 -0.17
H -0.08412 2.96939 -0.47662 0.38 -1.39 -0.39
H -1.19694 -0.20389 0.22473 -0.30 1.63 0.46
H -1.02379 -1.53961 -0.65663 0.37 0.60 1.25
H -1.96580 -1.65933 0.65850 1.53 0.85 0.62
H -0.00554 -1.01363 -3.52694 0.95 0.76 -0.76
O -0.32952 -1.49688 -2.78477 -2.18 -0.80 0.25
```
Forces are in eV/Å.

Output
Max |F| (eV Å⁻¹): 4.79
Relative energy (zero: lowest compared OMol25 entry of this formula, charge and spin) (kcal/mol): 103.0
Spin multiplicity: 2
Frontier orbital gap (alpha / beta) (eV): 2.154 / 6.683
<S²>: 0.75

The molecule C4H12N2O, computed with ωB97M-V with the def2-TZVPD basis set.

Geometry as XYZ:
```
19
Properties=species:S:1:pos:R:3:forces:R:3
C 0.13156 0.10909 -0.60346 0.23 -0.45 0.44
C 0.54522 1.51913 -0.19128 0.54 0.25 -0.09
C 0.26550 2.55199 -1.27161 -0.53 -0.20 -0.44
O -0.07834 1.94490 1.00497 -0.25 0.29 -0.02
N 0.12208 -0.81061 0.51952 -0.13 0.95 0.24
C -0.62781 -2.01961 0.36032 -0.04 -0.35 0.23
N -0.33893 -2.91182 1.49646 -0.47 -0.09 -0.49
H -0.87403 0.12581 -1.02095 -0.09 0.06 -0.12
H 0.84391 -0.24041 -1.36666 -0.24 0.15 -0.34
H 1.63491 1.52884 -0.04935 0.00 -0.14 0.18
H -0.69621 2.38445 -1.76601 -0.01 -0.17 0.08
H 1.02474 2.54806 -2.05622 0.03 0.02 0.13
H 0.18277 3.53633 -0.83085 0.32 0.23 0.14
H 0.45609 1.67509 1.75392 -0.13 -0.23 0.02
H 1.02048 -0.92037 0.96462 0.01 -0.46 -0.14
H -1.70229 -1.77861 0.32416 0.18 0.15 -0.10
H -0.40882 -2.54064 -0.58243 0.18 -0.13 -0.01
H -1.11187 -2.83065 2.14737 0.22 0.07 0.24
H -0.38895 -3.87095 1.16748 0.17 0.05 0.06
```
Forces are in eV/Å.

Output
Max |F| (eV Å⁻¹): 0.99
Relative energy (zero: lowest compared OMol25 entry of this formula, charge and spin) (kcal/mol): 33.8
Frontier orbital gap (eV): 9.465

A structure of composition C7H25NO9S3Si2 at a distorted geometry, computed with ωB97M-V with the def2-TZVPD basis set.

Geometry as XYZ:
```
47
Properties=species:S:1:pos:R:3:forces:R:3
N 3.70992 -6.39594 1.86721 -2.06 1.15 -0.40
Si 2.83183 -4.78804 1.98389 -0.98 -3.23 0.50
S 2.69621 -4.04395 -0.03930 -0.79 0.22 -0.79
O 1.29477 -5.14233 2.75623 0.85 2.70 -1.97
Si 0.05301 -3.96563 2.36215 -0.86 -1.67 1.03
C -1.50514 -5.00695 1.78328 -0.29 -0.19 -1.26
O -1.31350 -6.40942 2.22755 -1.61 3.00 2.84
O -0.81056 -7.13984 1.24860 2.38 -2.50 -3.31
H 3.52912 -6.68285 0.86988 0.28 -0.17 1.52
H 3.23958 -7.04865 2.54600 0.73 0.58 -1.16
H 3.71862 -3.91241 2.73747 -0.19 0.41 0.14
H 1.38003 -4.13149 -0.54795 1.39 -0.18 1.12
H -0.40908 -3.22791 3.56421 0.35 -0.19 0.09
H 0.44254 -2.94829 1.39676 0.29 -0.05 -0.22
H -1.59784 -5.04776 0.60587 -0.03 0.15 2.33
H -2.50917 -4.62578 2.24791 1.88 -0.78 -0.86
H 0.16570 -7.31273 1.39573 -1.32 0.73 0.39
O 0.20333 0.71932 -0.41656 -0.49 -0.35 0.89
S -0.12921 0.67712 0.99122 -0.27 0.54 0.34
O -0.50530 -0.55262 1.65582 0.24 0.78 -0.85
O -1.25994 1.80769 1.30394 1.45 -0.56 0.12
C -2.45442 1.80778 0.53597 -1.13 -0.08 -0.53
C -3.41909 0.73894 1.01320 0.02 -0.39 0.06
C 1.19352 1.42803 1.90721 -0.09 0.15 0.05
H -2.23322 1.69433 -0.53057 0.15 0.00 0.14
H -2.91831 2.79154 0.66649 0.41 -0.07 0.09
H -3.02977 -0.26231 0.80516 -0.07 0.13 0.01
H -4.38524 0.83755 0.51036 0.12 0.07 0.04
H -3.57166 0.80793 2.09505 -0.01 0.09 -0.17
H 1.43997 2.38769 1.44915 -0.11 -0.15 0.04
H 2.05608 0.76011 1.86495 -0.21 -0.04 -0.09
H 0.87574 1.56114 2.94295 -0.02 -0.05 -0.18
O -0.17254 5.64674 -1.18053 -0.38 -0.29 -1.00
S -0.33380 5.66419 -2.61855 0.31 -0.18 -0.40
O -1.58836 5.32423 -3.25567 0.90 0.17 0.86
O 0.85410 4.77923 -3.29695 -0.61 1.39 0.26
C 1.04284 3.44172 -2.85875 0.01 -1.26 0.25
C 0.02031 2.50743 -3.47706 -0.35 -0.08 -0.02
C 0.19396 7.24639 -3.22734 0.17 -0.05 -0.09
H 1.02376 3.38241 -1.76539 -0.06 0.14 -0.10
H 2.04484 3.13813 -3.18098 -0.11 0.39 0.00
H -0.98410 2.71833 -3.09755 0.14 -0.04 -0.03
H 0.25801 1.46556 -3.24462 0.04 0.16 0.03
H -0.01241 2.63154 -4.56424 0.10 -0.01 0.14
H 1.17079 7.48111 -2.80045 -0.16 -0.10 -0.05
H -0.54039 7.99129 -2.91471 0.00 -0.23 0.03
H 0.24445 7.20740 -4.31701 -0.03 -0.06 0.17
```
Forces are in eV/Å.

Output
Max |F| (eV Å⁻¹): 4.78
Frontier orbital gap (eV): 9.692

The ion C5H9N2O4S with charge +1 at a distorted geometry, computed with ωB97M-V with the def2-TZVPD basis set.

Geometry as XYZ:
```
21
Properties=species:S:1:pos:R:3:forces:R:3
C -1.18442 0.75632 -0.22636 -0.99 -0.07 1.29
C 2.95188 -0.65099 -0.80351 1.83 1.50 -0.48
C -3.08775 1.89692 0.53032 4.94 -1.13 1.85
C 2.24172 -0.04772 0.37978 -2.06 0.76 -0.39
C -0.67721 -0.57550 -0.62655 5.50 1.48 -3.35
N -2.07013 -2.56962 -0.41144 1.53 2.19 -1.00
N -1.47095 -1.66312 -0.67077 -2.49 -2.89 1.00
O -0.43119 1.63394 0.07790 0.35 0.15 -0.63
O -0.05890 -0.73984 2.00788 0.28 0.83 0.42
O 0.83918 -2.47851 0.53761 0.48 1.12 -0.06
O -2.47161 0.69393 -0.05735 -1.48 -0.21 -0.34
S 0.67438 -1.07389 0.84048 0.16 -1.56 -0.89
H 2.53817 -0.39908 -1.80580 -0.26 0.08 0.87
H 3.93802 -0.01166 -0.78550 -1.35 -1.80 -0.16
H 3.05377 -1.72121 -0.79703 0.69 -0.31 0.36
H -4.04019 2.00119 0.25818 -3.45 0.49 -1.91
H -2.29912 2.59906 0.26593 -1.14 1.10 0.35
H -3.09291 1.68755 1.60199 0.20 0.34 0.02
H 1.82535 0.90001 -0.02769 -0.07 -0.37 1.01
H 2.73223 0.15860 1.35923 -0.19 -0.63 -0.77
H 0.08966 -0.39635 -1.64730 -2.51 -1.08 2.81
```
Forces are in eV/Å.

Output
Charge: +1
Max |F| (eV Å⁻¹): 6.61
Relative energy (zero: lowest compared OMol25 entry of this formula, charge and spin) (kcal/mol): 5.0
Frontier orbital gap (eV): 9.384

The molecule C5H4O2 at a distorted geometry, computed with ωB97M-V with the def2-TZVPD basis set.

Geometry as XYZ:
```
11
Properties=species:S:1:pos:R:3:forces:R:3
O 1.98039 -0.21143 -1.83724 0.55 0.44 -0.22
C 1.06848 -0.35300 -1.19043 -0.40 1.11 0.49
C 0.31147 1.27014 0.59335 0.41 0.75 1.06
C -0.69492 0.41681 0.97254 0.53 0.29 -0.33
C -0.94007 -0.77553 0.26419 0.54 -0.56 0.31
C -0.12797 -1.11908 -0.78799 -0.40 -0.93 -0.76
O 0.01013 -2.04619 -1.61193 -0.67 -0.79 0.43
H 1.38213 1.19346 0.60637 0.40 -1.16 -0.71
H 0.15894 2.31734 0.72116 -0.49 0.76 0.68
H -1.35018 0.70068 1.80814 -0.46 0.28 -1.03
H -1.79839 -1.39320 0.46184 -0.02 -0.19 0.08
```
Forces are in eV/Å.

Output
Max |F| (eV Å⁻¹): 1.42
Relative energy (zero: lowest compared OMol25 entry of this formula, charge and spin) (kcal/mol): 91.5
Frontier orbital gap (alpha / beta) (eV): 6.699 / 6.827

A structure of composition C15H26AlCl9F2IKN3O13P at a distorted geometry, computed with ωB97M-V with the def2-TZVPD basis set.

Geometry as XYZ:
```
72
Properties=species:S:1:pos:R:3:forces:R:3
C 1.84116 0.96359 1.58744 -0.46 -0.63 -0.12
C 0.57744 1.30008 0.78874 0.07 0.78 0.81
C -0.51051 1.79716 1.76497 -0.10 0.24 -0.35
C -1.81488 2.33210 1.11674 1.53 0.46 0.28
N -2.35557 1.54181 0.03190 0.09 -0.50 0.97
C -3.24583 0.43853 0.19670 -1.57 0.58 -0.72
C -4.57777 0.56141 0.97631 0.64 -0.77 0.21
C -4.70287 1.26926 2.31993 -1.15 0.38 -0.18
C -6.17598 1.09771 2.80526 0.64 -0.10 -0.14
I -3.41503 0.66558 3.91611 0.14 0.09 -0.11
O -3.73624 0.33640 -1.23794 0.56 -0.12 -0.33
C -2.77629 -0.28279 -1.88529 -0.26 0.29 0.03
O -2.77228 -0.36449 -3.10557 0.43 0.03 -0.09
O -1.88559 -0.86704 -1.08471 -0.27 -0.79 -0.41
C -2.68214 -1.01386 0.12612 0.56 1.23 0.21
P -2.13408 -2.01843 1.53525 -0.66 -2.39 0.62
O -3.29195 -2.38022 2.33325 -0.22 0.78 0.23
O -0.90373 -1.45490 2.39927 0.31 0.19 -0.87
O -1.53360 -3.35665 0.87272 0.51 1.22 -0.55
H 1.57194 0.19511 2.33964 0.05 0.18 0.25
H 2.64874 0.59112 0.94998 0.05 0.21 -0.12
H 2.17778 1.84173 2.13236 0.23 -0.02 0.03
H 0.87637 2.16819 0.19851 -0.21 -0.28 -0.63
H 0.27082 0.48726 0.12645 -0.08 0.02 -0.08
H -0.72375 1.11894 2.59291 0.00 -0.28 -0.15
H -0.07742 2.68842 2.22627 0.00 -0.05 0.25
H -1.49374 3.27908 0.68184 -0.23 -0.02 -0.36
H -2.48378 2.62781 1.92235 -0.36 -0.32 -0.13
H -2.54936 2.07394 -0.79981 -0.16 0.05 0.05
H -5.27703 1.03916 0.28998 0.03 0.26 0.04
H -4.94405 -0.46196 1.09444 -0.05 -0.03 0.11
H -4.57180 2.33652 2.17658 0.51 0.01 0.10
H -6.19448 0.47268 3.69018 -0.31 -0.07 0.02
H -6.60811 2.06638 3.03637 -0.07 0.02 0.09
H -6.76204 0.62345 2.02117 -0.17 0.00 0.04
H -3.54135 -1.59210 -0.22106 -0.13 -0.35 0.69
H -0.25756 -1.15665 1.74233 0.10 0.56 0.06
H -1.56054 -3.33274 -0.09722 0.13 -0.49 -0.10
N 4.41697 -0.35918 2.96451 -0.24 -0.78 0.47
H 4.68953 0.55101 2.43337 0.98 1.51 -0.69
H 5.25343 -0.93356 3.09465 0.11 0.20 -0.08
H 4.03158 -0.10786 3.87644 0.10 0.15 -0.02
H 3.72499 -0.85855 2.41501 1.31 1.20 0.05
C 7.81414 2.42096 2.71794 -1.35 -0.28 0.06
C 6.50636 2.11013 2.25288 0.18 0.02 0.19
N 5.44632 1.84549 1.85668 -0.76 -0.93 0.40
H 8.56551 1.84079 2.17689 0.29 0.28 -0.04
H 8.04948 3.52177 2.54324 0.61 -0.05 -0.16
H 7.88115 2.20296 3.78442 0.05 0.07 0.02
F 9.09628 4.61919 2.23617 -0.16 0.05 0.01
C 1.81024 3.56641 -2.45038 -0.20 -0.06 0.64
O 2.05956 3.72092 -3.64965 0.00 0.01 -0.01
O 2.36796 2.69952 -1.70722 0.24 -0.29 -0.10
O 0.94098 4.23568 -1.80832 0.22 0.15 0.03
C -1.27696 4.44252 -4.94199 0.16 -0.11 0.13
Cl -2.87063 4.59796 -5.70392 0.03 -0.08 0.02
Cl -1.46851 3.99825 -3.22852 -0.38 0.06 -0.28
Cl -0.33510 3.17584 -5.73183 -0.18 -0.01 -0.13
Cl -0.41908 5.96831 -5.05645 -0.04 0.00 0.04
Al -3.27327 -1.17229 -4.80570 -0.14 0.25 -0.40
F 10.24821 2.41119 2.33652 0.47 -0.05 -0.07
K 2.25159 -2.14435 2.44702 -1.51 -1.64 -0.12
C -1.03063 -4.93093 -3.57957 0.56 -0.66 -0.11
Cl -1.18791 -5.39384 -1.87760 -0.10 0.10 0.16
Cl -1.89430 -3.33862 -3.79195 -0.04 0.06 0.17
Cl 0.65599 -4.70956 -3.97820 -0.06 0.11 0.03
Cl -1.73203 -6.14255 -4.59231 -0.08 0.00 -0.02
O 0.44964 -9.43069 -3.08862 -0.02 0.10 0.04
Cl 1.05917 -9.10066 -4.35943 -0.13 -0.04 -0.06
O 1.86771 -7.90432 -4.20163 -0.04 0.09 0.03
O 0.01761 -8.84104 -5.33525 -0.01 0.11 0.06
O 1.87913 -10.19245 -4.80772 0.04 0.07 0.03
```
Forces are in eV/Å.

Output
Max |F| (eV Å⁻¹): 2.55
Relative energy (zero: lowest compared OMol25 entry of this formula, charge and spin) (kcal/mol): 0.0
Frontier orbital gap (eV): 1.561